# 1
DFT (the ωB97M-V functional and the def2-TZVPD basis) results for one molecule with the formula C4H12BrN2OP at a distorted geometry.

Computed properties:
Spin multiplicity: 3
Frontier orbital gap (spin up / spin down) (eV): 6.4591 / 4.7927
Total energy (Eh): -3259.58412
Lowest unoccupied orbital energy (spin up / spin down) (Ha): 0.0268 / -0.1574
⟨S²⟩: 2.008
HOMO (spin up / spin down) (eV): -5.7 / -9.1

Each line ends with the Mulliken charge.
Atoms and positions in Å:
C  0.738  -2.037  0.696  -0.9600
C  -1.140  -2.024  -0.879  -0.9438
C  -0.085  1.151  1.539  -0.9007
C  -0.274  2.656  -0.442  -1.0173
N  0.070  -1.424  -0.411  0.2382
N  -0.306  1.268  0.099  0.1007
O  0.094  0.337  -2.292  -0.6869
P  0.425  0.124  -0.898  0.3134
Br  2.941  0.351  -0.658  -0.0914
H  0.102  -2.184  1.574  0.2995
H  1.240  -2.954  0.497  0.3315
H  1.558  -1.392  0.894  0.3256
H  -1.536  -1.214  -1.692  0.2296
H  -0.891  -2.961  -1.305  0.3366
H  -1.974  -2.166  -0.233  0.3263
H  1.004  1.228  1.656  0.3159
H  -0.679  1.971  1.943  0.4873
H  -0.511  0.206  1.807  0.2021
H  0.428  2.823  -1.290  0.3178
H  -1.159  2.965  -0.928  0.2728
H  -0.045  3.277  0.324  0.5026

---

# 2
DFT (the ωB97M-V functional and the def2-TZVPD basis) results for an isolated ion of composition C4H12BrO3P2 and charge +1.

Computed properties:
Spin multiplicity: 1
Frontier orbital gap (eV): 10.8602
Total energy (Eh): -3641.89116
Lowest unoccupied orbital energy (Ha): -0.1152
HOMO (eV): -14.0
Total charge: +1

Each line ends with the Mulliken charge.
Atoms and positions in Å:
C  -1.615  2.752  -1.462  -1.4957
C  -1.299  1.301  -1.157  -0.1176
Br  -2.390  0.147  -2.289  -0.0723
C  0.192  0.950  -1.410  -0.6508
P  0.931  0.316  0.095  0.0833
C  0.301  -1.331  0.392  -0.6428
P  0.770  -2.006  2.012  0.8481
O  -0.200  -1.668  3.043  -0.5879
O  2.229  -1.408  2.191  -0.4895
O  1.039  -3.556  1.787  -0.4958
H  -1.700  2.904  -2.534  0.4256
H  -0.853  3.424  -1.076  0.4011
H  -2.575  3.012  -1.028  0.3804
H  -1.571  1.063  -0.132  0.4807
H  0.770  1.777  -1.813  0.4728
H  0.266  0.121  -2.111  0.4401
H  0.618  1.148  1.165  0.2220
H  2.314  0.225  -0.026  0.1997
H  -0.787  -1.318  0.334  0.4248
H  0.660  -1.971  -0.414  0.4773
H  2.679  -1.881  2.904  0.3352
H  0.221  -4.000  1.531  0.3612

---

# 3
DFT (the ωB97M-V functional and the def2-TZVPD basis) results for a 2-piece molecular cluster, C4H12ClN2 overall at a distorted geometry.

Computed properties:
Spin multiplicity: 1
Frontier orbital gap (eV): 9.9810
Total energy (Eh): -728.89481
Lowest unoccupied orbital energy (Ha): -0.1476
ΔE to the lowest compared entry with this formula, charge and spin (kcal/mol): 86.0
HOMO (eV): -14.0
Total charge: +1

Each line ends with the Mulliken charge.
Atoms and positions in Å:
C  -2.185  1.303  -0.059  -1.1531
C  -0.658  0.934  -0.324  -0.5215
C  -0.263  -0.392  0.553  -0.4528
C  1.004  -1.085  0.352  -0.2968
N  2.482  -0.085  1.396  -0.3683
N  1.359  -1.195  -1.026  -0.2550
Cl  3.391  0.605  0.075  -0.0582
H  -2.147  1.098  1.057  0.2892
H  -2.222  2.298  -0.264  0.3938
H  -2.930  0.674  -0.544  0.3461
H  -0.116  1.760  0.007  0.3087
H  -0.596  0.745  -1.392  0.3797
H  -0.305  -0.109  1.665  0.4045
H  -1.042  -1.154  0.107  0.2605
H  1.285  -2.058  0.798  0.3541
H  1.916  0.606  1.841  0.3112
H  2.240  -0.452  -1.183  0.3227
H  1.625  -2.059  -1.462  0.3566
H  0.668  -0.629  -1.663  0.3783